Record 1
C24H54N2NaO4 | the ωB97M-V functional and the def2-TZVPD basis

**2S+1**: 1
**Energy relative to the best compared isomer or geometry (same formula, charge and spin)**: 2538.28 kJ/mol
**Electronic energy**: -1518.25990 a.u.
**LUMO level**: -0.0776 Ha
**Charge**: +1

```
85
C24H54N2NaO4 (the ωB97M-V functional and the def2-TZVPD basis)
Na -24.2709 -1.3783 2.1859
C -21.7092 0.7393 2.5102
C -23.1458 0.8219 2.1042
C -23.4041 2.0514 1.2307
O -23.4651 -0.3567 1.3854
H -21.4187 1.5583 3.1683
H -21.0313 0.8451 1.6633
H -21.3481 -0.1279 3.0631
H -23.8453 0.8498 2.9397
H -23.2707 2.9875 1.7729
H -24.3994 1.9645 0.7950
H -22.7378 2.2116 0.3831
H -22.6923 -0.5555 0.8516
C -24.9341 0.3967 4.4823
C -26.0633 0.3583 3.4583
C -26.3098 1.6016 2.6200
O -25.8155 -0.6998 2.6008
H -23.9481 0.4669 4.0229
H -25.0321 -0.4736 5.1311
H -25.0772 1.2193 5.1829
H -26.8425 0.1501 4.1915
H -27.1550 1.2862 2.0082
H -25.4781 1.8341 1.9549
H -26.6396 2.4771 3.1792
H -26.6688 -0.8820 2.2004
C -25.8732 0.2936 0.4961
C -25.6925 -1.1593 0.0104
C -24.3747 -1.0856 -0.8112
C -23.7655 -2.4469 -1.2103
C -23.6190 -3.4247 -0.0013
C -24.9621 -3.4748 0.8303
N -25.4599 -2.0863 1.0792
O -26.4553 -2.0717 2.0416
C -26.0070 -4.4830 0.1997
C -24.5989 -4.1170 2.1477
C -26.9578 -1.5039 -0.7888
H -25.0438 0.7531 1.0337
H -26.6629 0.4121 1.2381
H -26.0756 1.0900 -0.2200
H -24.5820 -0.5734 -1.7507
H -23.5598 -0.5488 -0.3254
H -22.7747 -2.2657 -1.6269
H -24.3471 -2.9707 -1.9688
H -22.8195 -3.1261 0.6767
H -23.4126 -4.3836 -0.4767
H -26.9959 -4.2750 0.6083
H -26.0306 -4.4700 -0.8900
H -25.8623 -5.4763 0.6246
H -23.9458 -3.4901 2.7547
H -25.5352 -4.2705 2.6842
H -24.0019 -5.0279 2.1033
H -27.0144 -0.9014 -1.6954
H -27.8265 -1.3243 -0.1553
H -27.0362 -2.5376 -1.1254
H -27.2598 -2.3461 1.5955
C -25.6973 -2.3771 4.4265
C -24.2690 -2.8601 4.6333
C -24.2073 -4.3908 4.4040
C -22.8583 -5.0443 4.1891
C -22.2064 -4.3074 3.0672
C -22.0036 -2.7452 3.4034
N -23.3922 -2.1566 3.6655
O -23.4234 -0.7570 3.7957
C -20.9710 -2.5605 4.5066
C -21.5153 -2.0927 2.0945
C -23.9247 -2.4353 6.1034
H -25.8769 -1.3064 4.5236
H -26.3990 -2.8957 5.0798
H -25.9258 -2.6395 3.3936
H -24.6753 -4.7887 5.3045
H -24.8273 -4.6619 3.5495
H -22.8805 -6.1025 3.9285
H -22.2278 -4.9961 5.0769
H -22.9344 -4.3444 2.2568
H -21.3278 -4.8236 2.6804
H -21.2341 -3.2201 5.3335
H -19.9535 -2.7365 4.1575
H -21.0701 -1.5594 4.9262
H -21.2484 -1.0404 2.1925
H -20.5678 -2.4119 1.6603
H -22.1926 -2.2166 1.2495
H -24.5231 -1.5949 6.4551
H -22.8652 -2.2373 6.2659
H -24.0201 -3.2756 6.7911
H -22.9433 -0.6024 4.6126
```

=====

Record 2
C24H54N2O4 | the ωB97M-V functional and the def2-TZVPD basis

**2S+1**: 2
**Energy relative to the best compared isomer or geometry (same formula, charge and spin)**: 221.18 kJ/mol
**Electronic energy**: -1356.81347 a.u.
**LUMO level (spin up / spin down)**: -0.0779 / -0.2359 Ha
**Charge**: +1

```
84
C24H54N2O4 (the ωB97M-V functional and the def2-TZVPD basis)
C -2.0049 -4.7860 0.0435
C -2.7282 -3.8352 0.9901
C -4.1464 -4.4610 1.3470
C -4.2139 -5.5823 2.4778
C -3.3906 -5.2500 3.7916
C -2.0041 -4.5718 3.5028
N -2.0213 -3.6175 2.3213
O -0.8950 -2.8057 2.2285
C -1.7508 -3.6722 4.7422
C -0.9685 -5.6574 3.2913
C -3.0709 -2.4755 0.3860
H -2.0514 -5.7742 0.5011
H -0.9793 -4.4222 -0.0188
H -2.3990 -4.8806 -0.9683
H -4.8024 -3.6831 1.7377
H -4.5647 -4.8720 0.4282
H -3.8543 -6.5242 2.0636
H -5.2706 -5.7434 2.6909
H -3.2033 -6.1428 4.3882
H -3.9305 -4.5658 4.4461
H -0.8410 -3.0718 4.7428
H -2.5761 -2.9728 4.8758
H -1.6547 -4.1308 5.7264
H -1.0128 -6.0693 2.2831
H 0.0048 -5.2104 3.4934
H -1.1569 -6.5105 3.9431
H -2.0738 -2.1627 0.0760
H -3.4300 -1.7003 1.0630
H -3.6239 -2.5868 -0.5466
H -1.2375 -1.9299 2.4214
C -0.5453 7.0373 -1.7200
C -1.0441 5.5856 -1.3643
C -2.3042 5.1971 -2.2029
C -2.1694 4.9179 -3.6953
C -1.2979 3.7511 -3.7036
C 0.0627 3.9195 -2.9767
N -0.0781 4.5283 -1.6617
O 1.1054 4.6998 -1.0658
C 0.7899 2.5072 -2.8971
C 1.0514 4.8343 -3.8001
C -1.3149 5.3184 0.1741
H 0.5251 7.1629 -1.5575
H -0.9544 7.8549 -1.1265
H -0.6639 7.1229 -2.8002
H -2.9228 4.5105 -1.6250
H -2.9796 6.0525 -2.1884
H -1.7828 5.7193 -4.3249
H -3.0861 4.6307 -4.2104
H -1.0851 3.4519 -4.7299
H -1.8758 2.8797 -3.3958
H 0.4765 1.9741 -1.9995
H 0.5141 1.8823 -3.7465
H 1.8752 2.6018 -2.8634
H 1.0092 5.9227 -3.7580
H 2.0768 4.4823 -3.6877
H 0.7038 4.8647 -4.8327
H -1.3687 4.2755 0.4865
H -2.2846 5.8048 0.2802
H -0.6874 5.8689 0.8750
H 0.8435 4.3571 -0.2082
C 0.1509 0.7121 1.0087
C 1.5961 1.2945 1.2074
C 2.4809 0.5300 0.2765
O 1.5237 2.7243 0.8614
H 0.0009 -0.3309 1.2877
H -0.1668 0.7676 -0.0325
H -0.5095 1.4062 1.5285
H 1.8651 1.0696 2.2395
H 3.3066 0.7200 0.9623
H 2.6235 1.0332 -0.6798
H 2.2939 -0.5433 0.2416
H 1.7335 2.8745 -0.0632
C 5.9410 -0.8198 -0.6393
C 6.3825 -2.3175 -0.9861
C 7.0371 -3.0609 0.1995
O 5.2842 -2.9320 -1.6489
H 6.7903 -0.2422 -0.2743
H 5.1576 -0.6611 0.1018
H 5.6287 -0.3462 -1.5701
H 7.1065 -2.3122 -1.8009
H 7.8819 -2.4923 0.5883
H 7.3297 -4.0283 -0.2086
H 6.3359 -3.2293 1.0168
H 5.4889 -3.8635 -1.7587
```

=====

Record 3
C24H54N4O5 | the ωB97M-V functional and the def2-TZVPD basis

**2S+1**: 1
**SMILES string**: CCN[C@@H](C#N)[C@H](C#N)N=C(C)C.CC(C)O.CC(C)O.CC(C)O.CC(C)O.CC(C)O
**Electronic energy**: -1541.94836 a.u.
**LUMO level**: 0.0171 Ha
**Charge**: 0

```
87
C24H54N4O5 (the ωB97M-V functional and the def2-TZVPD basis)
C -2.4744 -0.6667 -0.2942
C -3.4965 0.0709 0.5763
N -4.4301 0.8527 -0.2492
C -4.4354 2.2556 0.0044
C -3.0535 2.8366 -0.0741
N -1.9857 3.2730 -0.0699
C -5.3218 2.9776 -1.0572
C -4.8233 4.3630 -1.2184
N -4.5295 5.4550 -1.4954
N -6.6825 3.1053 -0.5979
C -7.2960 2.0693 -0.1555
C -7.6913 0.8738 -0.9770
C -7.6540 2.0149 1.3028
H -2.8706 -0.9004 -1.2782
H -2.2567 -1.6189 0.1764
H -1.5498 -0.1155 -0.4113
H -4.0752 -0.7031 1.0768
H -3.0317 0.6585 1.3604
H -4.3379 0.6478 -1.2298
H -4.7959 2.5081 0.9938
H -5.1871 2.4772 -2.0250
H -7.6946 1.0650 -2.0407
H -6.9885 0.0602 -0.7994
H -8.6454 0.5149 -0.6119
H -7.7603 3.0095 1.7047
H -6.8299 1.4694 1.7532
H -8.5398 1.4019 1.4411
C -0.0209 2.0495 2.7278
C 0.3414 0.5865 2.5228
C 1.6450 0.2337 3.2230
O 0.4516 0.3067 1.1269
H 0.7499 2.7010 2.3087
H -0.9519 2.2874 2.2137
H -0.1352 2.2847 3.7878
H -0.4610 -0.0475 2.9046
H 2.4695 0.8275 2.8196
H 1.8944 -0.8154 3.0614
H 1.5799 0.4154 4.2969
H 1.1556 0.8592 0.7728
C 0.2192 1.8319 -3.0144
C 1.2744 0.7668 -2.7621
C 2.6574 1.2447 -3.1754
O 0.9413 -0.4243 -3.4793
H 0.1646 2.0767 -4.0793
H -0.7660 1.4706 -2.7169
H 0.4353 2.7448 -2.4586
H 1.2798 0.5020 -1.7037
H 2.6833 1.4713 -4.2456
H 3.4021 0.4690 -2.9925
H 2.9480 2.1409 -2.6248
H 0.9323 -0.2065 -4.4161
C -7.1649 3.8566 5.6496
C -6.7365 2.3990 5.5808
C -5.4978 2.1457 6.4260
O -6.4803 2.0335 4.2228
H -6.3756 4.5078 5.2643
H -8.0497 4.0247 5.0349
H -7.3907 4.1551 6.6740
H -7.5511 1.7611 5.9247
H -4.6572 2.7446 6.0645
H -5.1989 1.0989 6.3621
H -5.6749 2.3942 7.4731
H -5.7614 2.5881 3.9026
C 6.8765 -2.8533 -2.1588
C 5.5235 -2.1834 -2.3406
C 4.9336 -2.4919 -3.7084
O 5.6554 -0.7696 -2.1798
H 7.5916 -2.4936 -2.9020
H 7.2897 -2.6180 -1.1765
H 6.7986 -3.9366 -2.2543
H 4.8383 -2.5219 -1.5625
H 5.5873 -2.1172 -4.5011
H 3.9664 -2.0009 -3.8271
H 4.7990 -3.5652 -3.8490
H 6.2573 -0.4500 -2.8589
C 10.5314 -5.1688 -1.1912
C 9.4685 -5.7680 -2.0993
C 9.8305 -7.1861 -2.5140
O 9.3045 -4.9506 -3.2578
H 11.4930 -5.1151 -1.7091
H 10.2611 -4.1514 -0.9068
H 10.6590 -5.7620 -0.2845
H 8.5071 -5.7715 -1.5840
H 10.7705 -7.1945 -3.0725
H 9.0632 -7.6004 -3.1684
H 9.9376 -7.8381 -1.6460
H 10.1431 -4.9337 -3.7289
```

=====

Record 4
C24H55BFN6O8 | the ωB97M-V functional and the def2-TZVPD basis

**2S+1**: 1
**Electronic energy**: -2002.71017 a.u.
**LUMO level**: 0.0654 Ha
**Charge**: -1

```
95
C24H55BFN6O8 (the ωB97M-V functional and the def2-TZVPD basis)
C -0.7901 -0.2276 4.4766
C 0.3049 -0.7665 5.3637
O 1.1459 -0.0179 5.8392
O 0.3151 -2.0899 5.6669
C 0.5194 -2.9449 4.5061
C 1.9794 -3.2395 4.2308
C 2.7223 -2.2282 3.3438
C 1.9279 -1.7072 2.1473
B 1.3196 -2.8695 1.1651
F 0.7977 -2.2075 -0.0495
H -0.5325 -0.2596 3.4212
H -1.7301 -0.7475 4.6492
H -0.9124 0.8178 4.7440
H -0.0159 -2.5496 3.6477
H 0.0347 -3.8882 4.7541
H 2.4982 -3.2910 5.1904
H 2.0349 -4.2218 3.7624
H 3.0627 -1.4021 3.9806
H 3.6295 -2.7164 2.9752
H 1.1123 -1.0988 2.5024
H 2.5604 -1.0578 1.5358
H 2.1122 -3.7682 0.8915
H 0.3368 -3.3799 1.7250
C 1.0473 2.0007 2.3769
O 0.8753 0.9287 1.8417
N 0.6330 3.1860 1.8679
C 0.8659 4.4491 2.5364
C -0.0698 3.1781 0.5987
H 1.5723 2.0997 3.3444
H -0.0890 4.9338 2.7477
H 1.4609 5.0984 1.8858
H 1.4027 4.2928 3.4702
H -0.9733 2.5723 0.6764
H 0.5642 2.7404 -0.1748
H -0.3376 4.1963 0.3229
C 1.0017 -6.4200 -2.3139
O 0.6116 -6.6188 -1.1768
N 1.0099 -5.2303 -2.9307
C 1.4938 -5.0770 -4.2836
C 0.5127 -4.0498 -2.2194
H 1.3917 -7.2377 -2.9490
H 2.3323 -4.3768 -4.3003
H 0.6964 -4.6887 -4.9220
H 1.8271 -6.0364 -4.6780
H 1.0855 -3.8822 -1.3119
H -0.5289 -4.2116 -1.9410
H 0.5855 -3.1758 -2.8601
C -3.0864 -4.7833 0.2275
O -3.8320 -3.8838 0.5794
N -3.3697 -6.0964 0.3231
C -2.4409 -7.1191 -0.1240
C -4.6441 -6.4902 0.8909
H -2.0946 -4.5817 -0.2068
H -2.9118 -7.7243 -0.9040
H -2.1696 -7.7625 0.7153
H -1.5388 -6.6646 -0.5252
H -5.4617 -6.0699 0.3016
H -4.7313 -6.1102 1.9101
H -4.7219 -7.5749 0.8991
C -0.5175 7.2936 0.6176
O -1.2148 7.0690 1.5877
N 0.4302 8.2450 0.5478
C 1.2261 8.4421 -0.6492
C 0.6606 9.0904 1.7057
H -0.6111 6.7084 -0.3141
H 2.2812 8.2986 -0.4118
H 1.0764 9.4566 -1.0270
H 0.9375 7.7304 -1.4207
H 0.9435 8.4773 2.5619
H -0.2535 9.6287 1.9594
H 1.4544 9.8004 1.4886
C 4.3480 7.4201 -2.4298
O 4.5680 7.6950 -1.2654
N 4.1080 6.1837 -2.8993
C 3.8507 5.9261 -4.3021
C 4.1076 5.0692 -1.9612
H 4.3263 8.1957 -3.2155
H 2.8641 5.4747 -4.4228
H 4.6033 5.2421 -4.6988
H 3.8854 6.8550 -4.8678
H 3.3488 5.2293 -1.1949
H 5.0778 4.9989 -1.4698
H 3.8993 4.1430 -2.4897
C -4.1706 -2.3501 -4.8052
O -2.9941 -2.5436 -5.0423
N -4.7611 -2.5267 -3.6101
C -6.1721 -2.2771 -3.4105
C -3.9624 -2.9829 -2.4777
H -4.8740 -2.0029 -5.5845
H -6.3097 -1.5047 -2.6510
H -6.6687 -3.1913 -3.0775
H -6.6314 -1.9444 -4.3400
H -3.1593 -2.2719 -2.2860
H -3.5169 -3.9501 -2.7160
H -4.5816 -3.0767 -1.5914
```

=====

Record 5
C24H56 | the ωB97M-V functional and the def2-TZVPD basis

**2S+1**: 1
**SMILES string**: CCCCCC.CCCCCC.CCCCCC.CCCCCC
**Energy relative to the best compared isomer or geometry (same formula, charge and spin)**: 771.48 kJ/mol
**Electronic energy**: -947.68921 a.u.
**LUMO level**: 0.0310 Ha
**Charge**: 0

```
80
C24H56 (the ωB97M-V functional and the def2-TZVPD basis)
C 115.8070 63.6920 56.9130
C 115.9660 65.1420 56.4090
C 115.2250 65.5370 55.2180
C 115.6820 66.9390 54.6710
C 114.6140 67.2890 53.5680
C 114.9320 68.4800 52.7330
H 116.8340 63.4700 57.5310
H 116.0640 63.1700 56.0870
H 114.9320 63.4960 57.5260
H 117.0720 65.2340 56.0380
H 115.7990 65.8660 57.2770
H 114.0590 65.5350 55.4940
H 115.3170 64.9490 54.2750
H 116.6320 66.9420 54.1180
H 115.7650 67.6530 55.4620
H 113.6830 67.3430 54.0290
H 114.3470 66.2860 52.9340
H 115.8070 68.2680 52.0620
H 114.9190 69.1430 53.6580
H 114.2400 68.7490 51.9840
C 119.1920 65.5350 53.8410
C 119.8940 66.4430 52.7700
C 119.2910 67.7360 52.6400
C 119.7270 68.4710 51.3750
C 119.1420 69.8910 51.1360
C 119.8290 70.7010 50.1100
H 119.8060 64.6660 54.0280
H 118.2050 65.0540 53.5100
H 118.8170 66.0000 54.8180
H 119.7040 65.8820 51.8540
H 120.9390 66.3800 52.8860
H 119.4130 68.4740 53.3320
H 118.2660 67.8410 52.4370
H 119.4040 67.8260 50.6000
H 120.7610 68.4920 51.5430
H 119.0710 70.2600 52.1050
H 118.1030 69.8570 50.9690
H 119.4920 71.6170 50.2620
H 119.6560 70.4300 49.0720
H 120.7620 70.9310 50.3850
C 118.9750 72.5840 55.9300
C 119.4410 71.4880 56.9920
C 119.2840 70.1020 56.4210
C 119.3010 69.0390 57.5460
C 119.1310 67.6500 57.0630
C 119.1610 66.6140 58.2620
H 119.7100 72.2040 54.9840
H 119.1890 73.6790 56.2570
H 117.9220 72.6060 55.7820
H 118.8030 71.6690 57.9370
H 120.5310 71.5570 57.3510
H 119.9400 70.0180 55.7110
H 118.2550 70.1420 55.9460
H 118.6690 69.3240 58.5200
H 120.1640 69.2180 57.9990
H 119.8910 67.2910 56.3090
H 118.2530 67.5950 56.5700
H 119.0030 65.7260 57.7200
H 118.3830 66.6040 58.9510
H 120.2450 66.6290 58.5900
C 117.2280 71.2040 43.5320
C 116.0180 70.7710 44.4730
C 116.3190 70.1240 45.6810
C 115.1930 69.6800 46.5740
C 115.5860 69.4420 48.0650
C 116.5340 68.2950 48.3540
H 117.0530 71.6650 42.7020
H 117.9560 70.4190 43.4730
H 117.7920 71.9500 44.0510
H 115.5340 69.9640 43.8120
H 115.1760 71.5380 44.5550
H 116.9770 70.7750 46.4210
H 117.1670 69.2790 45.5090
H 114.7690 68.6900 46.1440
H 114.3400 70.4800 46.3840
H 114.7450 69.0770 48.7030
H 115.8330 70.2250 48.8240
H 116.5070 68.1650 49.4730
H 117.5150 68.4560 48.0470
H 115.9930 67.5260 47.9840
```